ORCA calculation (ωB97M-V/def2-TZVPD) on an isolated ion of composition C23H26NO4 and charge +1 at a distorted geometry.

Each atom is followed by the atoms it is bonded to, with distances in Å.
Atoms and positions in Å:
1 C 4.221 -0.910 3.778  C2 1.502, H29 1.094, H30 1.103, H31 1.097
2 C 3.241 0.224 3.697  C1 1.502, O3 1.469, H32 1.099, H33 1.088
3 O 1.948 -0.291 3.228  C2 1.469, C4 1.343
4 C 0.970 0.623 3.338  O3 1.343, O5 1.241, C6 1.543
5 O 1.160 1.789 3.717  C4 1.241
6 C -0.333 0.113 2.687  C4 1.543, C7 1.446, C11 1.809, H34 1.086
7 C -1.419 0.494 3.563  C6 1.446, N8 1.327, H35 1.101
8 N -2.570 -0.147 3.719  C7 1.327, C9 1.431, C10 1.454
9 C -2.882 -1.440 3.193  N8 1.431, H36 1.112, H37 1.122, H38 1.115
10 C -3.665 0.467 4.452  N8 1.454, H39 1.110, H40 1.108, H41 1.120
11 C -0.129 0.686 0.984  C6 1.809, C12 1.409, C28 1.432, H42 1.198
12 C -0.227 2.090 0.904  C11 1.409, C13 1.380, H43 1.097
13 C 0.631 2.854 0.140  C12 1.380, C14 1.429, O22 1.375
14 C 0.549 4.260 -0.106  C13 1.429, C15 1.427, C21 1.424
15 C -0.442 5.096 0.489  C14 1.427, C16 1.373, H44 1.103
16 C -0.427 6.461 0.344  C15 1.373, C17 1.429, H45 1.076
17 C 0.593 7.096 -0.428  C16 1.429, O18 1.341, C20 1.399
18 O 0.568 8.436 -0.474  C17 1.341, C19 1.430
19 C 1.573 9.143 -1.204  O18 1.430, H46 1.103, H47 1.105, H48 1.106
20 C 1.536 6.284 -1.067  C17 1.399, C21 1.391, H49 1.102
21 C 1.520 4.900 -0.929  C14 1.424, C20 1.391, H50 1.086
22 O 1.623 2.265 -0.608  C13 1.375, C23 1.407
23 C 1.745 0.864 -0.595  O22 1.407, C24 1.399, C28 1.412
24 C 2.674 0.369 -1.516  C23 1.399, C25 1.401, H51 1.083
25 C 2.781 -1.022 -1.642  C24 1.401, C26 1.413, H52 1.096
26 C 1.888 -1.867 -0.946  C25 1.413, C27 1.403, H53 1.105
27 C 0.946 -1.337 -0.053  C26 1.403, C28 1.418, H54 1.094
28 C 0.871 0.061 0.171  C11 1.432, C23 1.412, C27 1.418
29 H 5.211 -0.462 3.910  C1 1.094
30 H 4.045 -1.549 4.659  C1 1.103
31 H 4.250 -1.526 2.870  C1 1.097
32 H 3.135 0.714 4.675  C2 1.099
33 H 3.522 0.939 2.926  C2 1.088
34 H -0.238 -0.959 2.538  C6 1.086
35 H -1.278 1.373 4.210  C7 1.101
36 H -2.093 -1.826 2.512  C9 1.112
37 H -3.043 -2.190 4.013  C9 1.122
38 H -3.852 -1.377 2.647  C9 1.115
39 H -3.360 1.437 4.897  C10 1.110
40 H -4.516 0.631 3.762  C10 1.108
41 H -4.047 -0.195 5.271  C10 1.120
42 H -1.145 0.053 1.016  C11 1.198
43 H -1.063 2.584 1.416  C12 1.097
44 H -1.218 4.591 1.089  C15 1.103
45 H -1.167 7.080 0.821  C16 1.076
46 H 1.333 10.211 -1.069  C19 1.103
47 H 2.588 8.955 -0.809  C19 1.105
48 H 1.549 8.908 -2.284  C19 1.106
49 H 2.328 6.734 -1.688  C20 1.102
50 H 2.288 4.332 -1.446  C21 1.086
51 H 3.312 1.061 -2.051  C24 1.083
52 H 3.550 -1.433 -2.306  C25 1.096
53 H 1.990 -2.961 -1.061  C26 1.105
54 H 0.197 -1.992 0.402  C27 1.094

SMILES	CCOC(=O)[C@@H](C=[N+](C)C)[C@H]1C=C(c2ccc(OC)cc2)Oc2ccccc21
net charge	+1
HOMO-LUMO gap	6.12	eV
2S+1	1

---

ORCA calculation (ωB97M-V/def2-TZVPD) on a 2-piece molecular cluster, C23H26O2 overall at a distorted geometry.

Each atom is followed by the atoms it is bonded to, with distances in Å.
Atoms and positions in Å:
1 C -2.498 -0.606 2.329  C2 1.481, H9 1.098, H10 1.106, H11 1.095
2 C -1.815 -1.852 1.910  C1 1.481, C3 1.479, C6 1.457
3 C -2.360 -2.581 0.744  C2 1.479, C4 1.506, O5 1.242
4 C -1.484 -3.414 -0.154  C3 1.506, H12 1.090, H13 1.094, H14 1.097
5 O -3.570 -2.507 0.470  C3 1.242
6 C -0.492 -2.171 2.429  C2 1.457, C7 1.510, O8 1.250
7 C 0.105 -1.330 3.533  C6 1.510, H15 1.093, H16 1.096, H17 1.095
8 O 0.185 -3.144 2.031  C6 1.250
9 H -2.538 -0.504 3.421  C1 1.098
10 H -1.974 0.283 1.930  C1 1.106
11 H -3.525 -0.588 1.949  C1 1.095
12 H -0.518 -3.626 0.305  C4 1.090
13 H -2.007 -4.348 -0.373  C4 1.094
14 H -1.344 -2.871 -1.097  C4 1.097
15 H -0.341 -0.335 3.605  C7 1.093
16 H -0.029 -1.843 4.493  C7 1.096
17 H 1.180 -1.227 3.356  C7 1.095
18 C -1.760 -0.160 8.642  C19 1.496, H35 1.094, H36 1.098, H37 1.096
19 C -2.380 -0.814 7.448  C18 1.496, C20 1.401, C34 1.399
20 C -1.740 -1.894 6.827  C19 1.401, C21 1.386, H38 1.092
21 C -2.292 -2.500 5.710  C20 1.386, C22 1.420, H39 1.093
22 C -3.526 -2.055 5.166  C21 1.420, C23 1.434, C33 1.427
23 C -4.066 -2.655 3.980  C22 1.434, C24 1.393, H40 1.092
24 C -5.347 -2.377 3.511  C23 1.393, C25 1.388, H41 1.091
25 C -5.947 -3.042 2.451  C24 1.388, C26 1.428, H42 1.091
26 C -7.270 -2.789 1.977  C25 1.428, C27 1.423, C32 1.426
27 C -7.830 -3.593 0.946  C26 1.423, C28 1.385, H43 1.091
28 C -9.090 -3.333 0.431  C27 1.385, C29 1.401, H44 1.091
29 C -9.849 -2.258 0.912  C28 1.401, C30 1.498, C31 1.401
30 C -11.187 -1.958 0.311  C29 1.498, H45 1.092, H46 1.097, H47 1.098
31 C -9.337 -1.479 1.958  C29 1.401, C32 1.387, H48 1.092
32 C -8.082 -1.735 2.490  C26 1.426, C31 1.387, H49 1.091
33 C -4.181 -0.976 5.833  C22 1.427, C34 1.387, H50 1.089
34 C -3.607 -0.372 6.941  C19 1.399, C33 1.387, H51 1.092
35 H -2.368 0.685 8.976  C18 1.094
36 H -1.669 -0.865 9.479  C18 1.098
37 H -0.750 0.204 8.417  C18 1.096
38 H -0.789 -2.248 7.230  C20 1.092
39 H -1.801 -3.356 5.239  C21 1.093
40 H -3.490 -3.454 3.508  C23 1.092
41 H -5.918 -1.596 4.015  C24 1.091
42 H -5.372 -3.820 1.946  C25 1.091
43 H -7.234 -4.423 0.564  C27 1.091
44 H -9.501 -3.956 -0.364  C28 1.091
45 H -11.633 -1.087 0.796  C30 1.092
46 H -11.096 -1.741 -0.761  C30 1.097
47 H -11.874 -2.807 0.411  C30 1.098
48 H -9.944 -0.657 2.341  C31 1.092
49 H -7.707 -1.110 3.302  C32 1.091
50 H -5.149 -0.624 5.479  C33 1.089
51 H -4.110 0.466 7.428  C34 1.092

HOMO-LUMO gap	3.86	eV
2S+1	1